Entry 1:
47
Properties=species:S:1:pos:R:3:forces:R:3 method="wB97M-V/def2-TZVPD" e_homo_ev=-7.87 spin_multiplicity=1 charge=0 orbital_gap_ev=7.7
N 3.9188 0.5275 1.7453 -0.74 -1.80 3.25
H 0.4559 -4.1280 1.8969 0.06 -0.86 0.03
C -3.3445 0.0138 -3.3621 -1.68 0.95 0.71
H -3.2921 -1.5519 2.7124 0.17 0.04 -0.33
C -0.1432 0.2663 -1.9908 -0.90 -0.42 -0.37
H 4.8986 2.9012 -1.9080 0.14 0.00 -0.47
C 2.2163 0.9193 0.1104 -0.18 -0.14 0.65
H -3.2597 -0.1367 1.6599 -0.06 0.64 -0.06
C 3.5817 1.0004 0.5607 -1.38 0.92 -1.57
H 0.3795 -0.6627 -1.8151 -0.12 -0.14 0.06
C -2.1089 1.5218 -2.7947 2.63 0.55 0.83
H -5.2359 0.3078 -3.5690 -0.10 -0.33 0.01
C 1.8780 1.4622 -1.1417 0.45 1.49 -1.38
H -3.4643 -1.7097 0.9445 -0.12 -0.08 0.05
H -1.3032 -0.6614 3.6093 0.58 -0.13 -0.38
H 2.5574 2.6388 -2.8270 0.19 -0.31 0.69
H -1.8997 3.7018 -2.6537 0.05 -0.98 -0.09
H 0.3291 3.6231 -1.7143 -0.04 -0.22 -0.19
C -0.7637 -0.5070 2.6451 0.17 -0.15 0.38
H -0.9081 0.5583 2.3972 0.44 -0.42 0.05
C -1.4474 2.6973 -2.5124 0.56 1.85 0.22
H -4.7840 -1.3272 -3.2160 -0.51 0.06 -0.30
H -1.5647 -3.2813 0.9322 -0.06 0.10 -0.03
H 5.5571 1.7224 0.1386 0.06 0.16 0.16
H 3.1479 -0.4940 3.4663 0.58 0.37 -0.10
C 0.9257 -2.3041 2.9453 0.33 0.26 -0.80
H 2.0270 -2.5095 3.0523 -1.04 0.38 -0.24
N 1.2193 0.3503 0.8812 1.38 0.37 -0.09
C -0.1459 2.6847 -1.9965 -0.58 -0.52 0.34
C -1.4411 -1.3284 1.5831 -0.95 -0.71 -0.52
C 0.4908 1.4697 -1.7015 0.19 0.09 0.02
C 4.5369 1.7041 -0.2114 -0.34 -0.29 -0.69
C 2.8516 2.1793 -1.8652 -0.89 -0.59 -0.02
C 0.3186 -3.0820 1.7483 -0.71 1.74 0.41
N -1.1365 -2.7721 1.6938 0.86 0.04 0.77
N -4.5744 -0.4470 -3.6680 -0.01 -3.01 -0.16
H 0.4442 -2.6410 3.8480 -0.23 -0.14 0.44
C 2.9617 -0.0316 2.4995 0.40 0.44 -1.37
N -3.3336 1.2995 -3.3128 1.11 0.05 -0.19
C -2.9540 -1.1631 1.7388 0.15 -0.67 -0.05
H -1.1342 -0.9705 0.5951 0.08 0.25 -0.02
O -2.2660 -0.7015 -2.8758 -1.95 -0.09 -1.21
N 0.6555 -0.8490 2.7934 0.65 0.28 0.80
C -1.4335 0.3094 -2.5283 1.54 1.82 0.73
H 0.8121 -2.7607 0.8279 0.28 -0.05 -0.14
C 4.1732 2.2838 -1.4129 0.03 -0.13 1.24
C 1.6015 -0.1223 2.0519 -0.47 -0.67 -1.05

Entry 2:
13
Properties=species:S:1:pos:R:3:forces:R:3 method="wB97M-V/def2-TZVPD" e_homo_ev=-8.98 spin_multiplicity=1 smiles="[H]/N=C(/NN)NC=S" charge=0 orbital_gap_ev=9.0
C -0.5428 0.9452 1.9435 -2.15 0.84 -1.17
N 1.2318 -1.3754 -0.3681 -1.37 2.13 1.01
H -0.3420 0.9872 3.0118 0.60 -0.27 -0.16
N 0.1746 0.0406 1.2437 0.11 0.48 1.12
H 0.7996 -0.3258 1.9175 1.06 -1.16 -0.14
H 0.6652 0.0524 -2.7463 1.76 0.74 0.20
N -0.2508 -0.0434 -2.4078 -1.71 -1.29 -0.21
H 1.7996 -1.5330 0.4704 -0.17 -0.24 -0.34
C 0.3444 -0.4318 -0.0814 1.97 -1.98 -0.94
H -0.4483 -1.0155 -2.6366 -0.32 0.00 0.11
S -1.8067 1.8774 1.4442 0.53 -0.29 -0.13
N -0.4001 0.1384 -1.0439 -1.15 1.29 1.00
H -1.2244 0.6835 -0.7471 0.84 -0.24 -0.36

Entry 3:
55
Properties=species:S:1:pos:R:3:forces:R:3 method="wB97M-V/def2-TZVPD" e_homo_ev=-8.04 spin_multiplicity=1 smiles="Cc1ccc(-c2ccc(=O)n(CC(=O)NCCCN3CCCCC3)n2)cc1" charge=0 orbital_gap_ev=7.9
O -0.4713 -3.3317 -0.4994 -0.19 -0.41 -0.02
C -0.6533 0.9938 -0.6375 -0.14 -0.11 -0.06
H -9.3343 -1.1635 -0.0900 -0.08 -0.03 -0.03
C -5.2903 -0.8418 0.0229 0.06 0.13 0.04
N 0.9471 -1.6251 -0.0359 0.52 0.33 0.26
H -4.5808 -1.6490 -0.0681 0.04 -0.10 0.00
C -2.7503 1.9225 0.1673 0.51 -0.03 -0.10
H -6.9766 -2.1221 0.2671 -0.03 -0.12 0.00
C 3.7112 -0.6651 0.7956 0.06 -0.42 -0.09
H 5.9989 2.6514 1.4997 -0.05 0.05 0.06
C 5.4782 1.9232 0.8752 0.26 -0.17 -0.02
H 5.6764 3.0373 -0.9704 0.10 0.01 -0.02
C -4.8238 0.4720 -0.0462 -0.52 -0.13 0.06
C -0.7789 -1.2338 -1.6589 0.31 -0.61 -0.19
H 5.6239 0.9870 -2.4417 -0.06 -0.01 -0.06
H 6.8561 0.3309 1.3333 0.02 0.05 0.07
O 0.5614 1.0063 -0.8253 0.21 0.23 -0.08
H -5.4179 2.5398 -0.0156 0.04 0.10 0.00
H 1.5195 -3.3743 0.8685 0.02 0.14 0.09
C 5.7754 0.5050 1.3774 -0.09 0.25 0.12
C 5.2527 0.9630 -1.4156 0.22 -0.11 0.11
H 5.4600 0.3931 2.4177 0.07 -0.03 -0.01
C -0.0893 -2.1935 -0.6606 -0.25 0.50 -0.40
H 3.1292 0.0031 0.1448 -0.03 0.08 0.08
H 4.4060 2.1186 0.9476 -0.07 0.06 0.05
C -7.0850 1.2446 0.2521 -0.11 -0.08 0.03
C 1.7886 -2.3162 0.9140 0.12 -0.30 0.00
C -1.4181 2.0551 -0.0365 -0.36 0.08 0.08
H -3.3176 2.7052 0.6462 -0.04 0.07 0.04
H 1.1733 -0.6583 -0.2557 -0.21 -0.16 -0.10
C 5.9252 2.0483 -0.5789 -0.30 0.05 0.01
H -7.7838 2.0651 0.3323 -0.08 0.07 0.00
H 7.0106 1.9276 -0.6334 0.07 0.04 -0.02
H 3.4407 -2.4171 -0.4502 0.02 -0.07 -0.05
H 5.0267 -1.1927 -1.3792 0.08 -0.04 -0.03
C 3.2662 -2.1167 0.5834 -0.25 0.25 0.20
N -2.7052 -0.2348 -0.8090 -1.06 -0.06 0.16
H -0.0294 -0.8511 -2.3569 -0.12 0.00 0.05
H -0.8726 2.9401 0.2531 0.04 0.03 0.02
H 3.4939 -0.3895 1.8312 -0.04 0.05 -0.02
H 6.6115 -0.6143 -0.8534 -0.01 -0.04 -0.10
C -5.7420 1.5130 0.0664 0.26 -0.13 -0.03
N -1.4107 -0.1079 -1.0016 0.39 0.58 0.15
C 5.5353 -0.4165 -0.8051 -0.09 0.05 -0.23
H 4.1758 1.1419 -1.4458 -0.06 0.02 -0.07
H -9.6122 0.5239 0.3693 -0.08 0.02 -0.01
C -9.0008 -0.3551 0.5575 0.00 -0.02 0.06
C -6.6312 -1.0999 0.2111 -0.02 0.09 -0.02
C -3.3935 0.7179 -0.2407 0.67 -0.15 -0.24
H 3.8686 -2.7598 1.2254 0.05 0.01 0.01
H -9.1610 -0.6686 1.5895 -0.09 -0.02 0.04
N 5.1438 -0.5350 0.5885 0.04 -0.06 0.13
H 1.5811 -1.9463 1.9259 0.02 -0.11 -0.02
C -7.5504 -0.0615 0.3322 0.06 0.07 -0.05
H -1.5571 -1.7883 -2.1836 0.14 0.12 0.11

Entry 4:
104
Properties=species:S:1:pos:R:3:forces:R:3 method="wB97M-V/def2-TZVPD" e_homo_ev=-9.23 spin_multiplicity=1 charge=+1 orbital_gap_ev=3.8
H -3.4994 -2.4747 3.3183 -0.96 1.35 0.11
H 0.1202 4.8034 5.7671 -0.50 -0.26 -0.21
H 4.3922 -0.4800 3.4912 0.04 0.15 -0.58
F 0.1553 -6.5110 -10.1649 0.66 -0.69 -0.05
C -3.7193 -1.6823 2.5508 -0.30 0.33 -0.33
H 0.0217 1.1181 0.0590 0.39 -0.14 -0.51
C 1.9714 0.8696 0.7637 -1.86 -0.25 0.17
C -1.4286 -1.4683 -4.1906 -0.31 0.00 0.08
N 3.2795 0.6754 0.5072 0.28 0.80 -0.61
F -0.5946 -5.2363 -8.7160 -0.22 0.97 0.18
H -2.9635 -1.7038 1.7288 -0.13 -0.04 0.57
Cl 4.2348 -4.9255 5.7961 0.21 0.55 0.80
C -0.3600 3.5828 0.1356 -0.15 0.41 0.74
H 0.0896 1.7402 -4.4155 0.04 0.02 0.12
C -2.5679 1.4975 4.6023 0.84 -0.83 -1.22
N 0.6044 0.3824 -5.8761 0.40 0.00 0.24
H 0.3544 2.4893 6.2937 -0.37 0.39 -0.27
H -0.5983 2.3544 1.9558 -0.22 0.47 -0.05
F 2.2783 -6.2002 -9.5295 0.49 0.28 -0.90
H 1.7306 3.3664 0.6931 -0.33 -0.36 -0.22
H 1.0279 4.9830 3.7352 -0.26 -0.52 0.16
F 0.9325 -3.6609 -9.1109 0.60 0.08 0.54
C 0.3635 -0.1118 -3.3875 -0.01 0.09 0.03
C -1.0360 1.5892 4.9117 -0.85 -0.09 1.07
Na 5.7180 2.4067 -1.5216 0.48 0.60 -0.12
H 1.8997 -0.1893 4.0192 0.42 0.01 -0.37
C -3.8568 -0.2398 3.1587 -0.59 -1.19 0.09
H -2.7072 1.9369 3.5852 -0.30 0.04 0.70
H 1.7675 1.2134 -4.3558 0.13 -0.05 0.01
C -0.7445 4.4909 2.5669 0.37 -1.31 0.63
H 1.9108 -2.1681 -7.6948 -0.03 0.00 -0.06
H -7.1214 -0.1065 4.2975 -0.03 0.12 0.07
F 1.5143 -2.8100 1.0082 0.01 0.05 0.12
H -1.3306 2.9053 6.6449 0.23 -0.13 -0.34
H 0.5951 0.3880 -2.4449 -0.25 -0.23 -0.30
H -5.1242 3.1437 5.5976 -0.12 0.02 -0.03
C 4.0077 0.7706 -1.9298 -0.21 -0.10 -0.81
F 1.5235 -2.4458 -1.2933 0.01 0.13 0.64
O -6.6331 -0.1748 5.1258 -0.04 -0.11 -0.03
H -2.0520 3.2032 1.4342 0.87 -0.40 0.07
Cl 6.3162 -6.0092 7.5160 -0.13 0.07 -0.19
C -1.1305 -1.5335 -8.1232 0.01 -0.23 0.10
C 5.9058 -4.7144 6.4063 0.70 0.08 0.59
O -1.0106 -0.4197 -3.3246 0.32 0.04 -0.03
H 1.4223 3.4609 -1.0507 -0.01 -0.39 0.45
H -1.0956 3.2214 -0.6090 0.62 0.06 0.14
H 0.4053 0.6592 2.2178 0.45 -0.10 -0.10
C 4.1557 0.1897 1.4420 0.55 -0.33 1.26
C 3.7236 -0.1194 2.7066 -1.28 0.10 0.23
H -2.2930 -1.9517 -3.7340 0.06 0.06 0.08
C -0.4589 4.1487 5.0807 0.84 -0.31 1.15
C -3.0058 -0.0112 4.4412 -0.77 0.53 -0.19
Na -2.3345 -3.7442 2.9876 0.75 -0.57 -0.71
H -1.9719 -2.2252 -8.1099 0.08 -0.06 0.01
H 1.2536 1.0871 -1.2738 -0.05 0.31 0.61
P 0.9139 -5.2875 -9.3717 0.08 -0.33 -0.18
H -1.7553 -1.0657 -5.1512 0.10 -0.16 -0.10
H 1.1456 -0.7079 -8.3166 -0.12 0.06 0.07
C 1.1458 -1.4179 -7.4841 0.16 -0.49 0.20
H -3.6103 0.4924 2.3410 -0.07 -0.07 0.54
C 1.4760 0.5231 2.0418 0.68 -0.36 0.44
O -0.0858 -2.1117 -7.3708 -0.12 0.78 0.28
C 0.7363 0.8621 -4.5089 -0.55 -0.03 -0.24
H 4.1728 0.5635 -2.9884 -0.12 0.21 0.56
H -0.3563 0.1020 -6.0262 0.04 0.00 -0.11
F -0.2216 -1.6525 -0.0037 0.31 0.08 0.36
F 1.2839 -4.7069 -10.8653 -0.52 -0.49 -0.62
C 1.4892 -0.7448 -6.1683 -0.34 0.06 -0.13
H -0.5214 1.5796 3.9346 0.04 0.12 0.49
O -5.2609 3.9713 6.0718 0.17 -0.05 0.01
H -4.6718 -1.9840 2.0699 0.50 0.05 0.25
B 0.6983 -2.6993 -0.1780 -0.22 -0.23 -0.78
C -0.9472 3.3247 1.5571 -0.54 1.09 -0.85
Cl 6.0749 -3.1440 7.1757 -0.12 -0.13 -0.18
C 3.7201 0.9853 -0.7837 -0.24 -1.63 0.68
C -0.6079 2.7855 5.8187 0.46 -0.39 -0.74
F -0.0007 -3.9057 -0.3660 0.18 0.12 0.47
H 0.9685 -1.0248 -3.3975 -0.06 -0.05 -0.10
H -1.4626 4.5976 5.0014 0.47 -0.11 -0.23
C 1.0253 1.4480 -0.2645 0.37 0.12 1.52
C 0.2928 4.1483 3.7219 -0.61 1.55 -0.54
H 6.5813 -4.7581 5.5600 -0.15 -0.01 -0.06
H -3.2141 2.0049 5.3348 0.47 -0.17 -0.08
H -0.5186 5.4569 2.0801 0.03 -0.50 0.09
H -1.4604 -0.5826 -7.6831 -0.03 0.11 -0.15
C 2.3246 0.0319 3.0338 0.22 0.58 -1.38
K 3.1739 -6.1344 3.6481 -0.48 -0.58 -1.18
H -0.2633 4.6834 0.0219 -0.21 -0.56 -0.15
H -4.9387 -0.1301 3.4091 0.90 0.17 -0.14
H -4.6329 4.5801 5.6695 -0.08 0.01 -0.02
H 5.2097 0.0754 1.1771 -0.54 0.08 -0.23
C 1.0464 3.0063 -0.1060 0.05 0.69 -0.96
H -2.1520 -0.7270 4.4205 -0.03 0.56 0.09
H 1.4230 -1.5130 -5.3884 0.18 -0.11 -0.08
H -3.6193 -0.2542 5.3328 0.36 -0.24 -0.34
H 0.8894 3.2423 3.5052 -0.49 0.14 0.19
H -6.3238 -1.0860 5.1403 -0.04 0.03 0.06
H -0.6522 -2.2211 -4.3381 0.05 0.07 -0.08
F -3.2509 1.9194 1.6430 -0.09 -0.05 -0.16
F 1.4603 -5.4015 -7.8163 -0.90 -0.01 0.76
H -0.8276 -1.3758 -9.1616 -0.02 0.02 0.00
H -0.7469 0.6580 5.4554 -0.05 0.46 -0.30
H 2.5228 -0.3800 -6.2097 0.03 0.05 0.02
H -1.7096 4.6148 3.0927 0.41 0.12 -0.50

Entry 5:
55
Properties=species:S:1:pos:R:3:forces:R:3 method="wB97M-V/def2-TZVPD" e_homo_ev=-9.20 spin_multiplicity=1 smiles="O=C1c2ccccc2C(=O)c2ccccc21.CCCCC[PH2](F)CCCS" charge=0 orbital_gap_ev=8.1
H 0.0238 0.3496 1.1841 0.20 -0.13 0.21
C 2.3480 0.7830 7.1737 -0.11 -0.04 -0.36
C 1.3355 -0.7069 2.5439 -0.13 -0.24 -0.57
H -0.1811 0.9990 -1.4477 0.07 1.51 -1.95
H -3.9414 1.9913 -1.5038 0.53 -1.93 -1.59
S -7.4593 0.5271 -2.2304 -0.22 -1.22 -0.88
H 3.3962 0.1129 -1.4073 -0.27 -1.38 -1.79
C 1.5829 -2.5936 0.4973 0.13 0.04 0.33
H 3.5419 -0.5669 8.3567 -0.08 0.02 -0.20
C 2.2585 -2.7803 1.7041 -0.17 0.04 -0.28
C 2.6352 -1.0832 5.1113 0.10 0.19 0.64
C -5.9309 0.3204 -3.2949 1.27 -0.42 -2.02
H -0.2999 2.7556 -2.3270 0.27 -2.44 -0.10
C -3.5148 1.1395 -2.2209 -0.16 -1.00 1.71
H 0.2369 -1.3335 -0.6199 0.09 -0.01 0.16
C 3.2313 -1.3143 6.3579 -0.03 0.22 0.26
C 3.0825 -0.3830 7.3878 -0.02 -0.19 -0.37
H 2.8841 -3.6606 1.8405 -0.13 0.27 0.14
F -2.0395 2.7422 -5.1691 -0.72 -0.40 0.72
H -1.3479 -0.1931 -3.3838 0.52 2.29 -0.20
C 2.1252 -1.8402 2.7343 -0.15 -0.18 -0.61
H 1.0966 -0.9094 -2.8563 1.40 1.61 -0.87
C -1.0870 0.9382 -3.5873 0.19 -0.02 -0.87
C 1.8844 0.0731 4.9045 0.13 0.20 0.60
H 4.2338 -0.0782 -3.0902 -1.95 -0.72 1.43
H -0.5676 1.0035 -4.6354 -0.95 -0.15 2.08
C 1.7484 1.0131 5.9346 0.13 -0.06 0.28
H -5.7747 1.3460 -3.8837 -0.41 -2.22 1.41
C 0.7735 -1.4724 0.3160 0.06 0.19 0.37
H -3.9960 -1.0308 -2.9386 -1.32 2.19 0.63
H 3.5116 -1.6341 -2.3088 -0.55 2.54 -0.01
H 1.1724 1.9234 5.7764 0.10 -0.29 -0.13
C -0.0973 1.6018 -2.4606 0.82 -0.56 -0.79
C -4.5683 -0.0891 -2.4810 -0.13 -0.24 1.72
C 1.4520 1.4245 -3.0195 0.08 0.10 0.83
C 2.8096 -2.0664 4.0236 0.85 -1.20 0.21
H 1.6838 -3.3268 -0.3000 0.00 0.13 0.16
C 1.2167 0.3086 3.6091 -0.82 1.28 -0.21
H 2.1665 1.9235 -2.2143 -1.41 -1.01 -1.70
H -8.3271 -0.5293 -2.6568 1.51 1.29 0.33
H -6.0856 -0.5041 -4.1402 0.01 1.86 1.91
H -3.7218 1.3081 -4.6835 0.62 0.58 0.38
H 1.6045 1.9947 -4.0300 -0.49 -0.97 1.96
C 3.3275 -0.4661 -2.4224 0.40 0.17 -0.93
H 3.8091 -2.2206 6.5323 -0.17 0.19 -0.23
H 2.1506 -0.2776 -4.3658 -0.83 -0.08 2.28
H -2.9626 3.2369 -3.1959 0.33 -0.92 -0.92
O 3.5063 -3.0599 4.1904 -0.42 0.59 -0.11
P -2.7612 1.9122 -3.7962 1.45 -0.26 0.64
C 1.9015 -0.1391 -3.2234 1.18 0.10 0.10
H -2.6025 0.6695 -1.6114 -1.99 0.99 -1.13
H 2.2380 1.5121 7.9736 0.01 -0.13 -0.17
O 0.5671 1.3308 3.4216 0.41 -0.65 0.11
C 0.6534 -0.5258 1.3346 0.01 -0.22 -0.29
H -4.9228 -0.4554 -1.4020 0.74 0.67 -2.34

Entry 6:
28
Properties=species:S:1:pos:R:3:forces:R:3 method="wB97M-V/def2-TZVPD" e_homo_ev=-9.83 spin_multiplicity=1 smiles="C=C[Si](C)(C)O[Si](C)(C)C" charge=0 orbital_gap_ev=10.7
H -0.0441 2.6806 1.9669 -0.15 0.55 0.01
H -1.9304 -2.1155 -2.2931 0.74 0.36 0.20
H 2.9352 0.5534 0.0001 1.47 -0.78 -1.07
Si -0.8958 -1.4153 -0.1055 -1.36 1.50 0.66
H 3.4751 0.5472 2.3574 -0.39 0.20 0.19
O -0.4933 0.2044 0.3083 -0.12 -1.47 -0.19
H -0.0789 -3.2922 1.3186 0.80 0.55 -1.03
C 2.2571 0.8799 0.7146 -2.73 1.14 -1.18
H -3.0798 -1.1667 1.1924 -0.28 0.51 0.94
H -2.5718 -2.8848 1.0001 -0.38 0.49 -0.15
H 0.2710 2.8751 -1.9549 -0.32 0.13 0.00
H -0.1893 -1.6358 -2.3244 1.41 -0.38 -1.36
H -1.2189 3.0543 0.7584 -0.70 -0.13 -0.38
C -1.1353 -1.4261 -1.9357 -1.55 0.93 0.37
H 0.4781 -3.3579 -0.4960 -0.59 0.47 1.52
H 1.3184 -2.3199 0.5726 0.39 0.25 0.67
C 2.5092 0.9080 1.9806 1.25 -0.14 2.29
C -0.1647 2.9436 0.9003 0.93 -0.33 1.55
H 0.3108 3.9159 0.7291 0.13 -0.35 -0.06
H 1.7955 1.3115 2.7005 0.21 -0.20 0.00
C -2.6381 -1.8798 0.5425 0.02 -0.52 -2.03
C 0.7405 1.9377 -1.6934 0.20 -0.37 0.04
C 0.3216 -2.7025 0.4410 -0.21 -1.32 -1.03
H 0.4205 1.1527 -2.3552 -0.23 -0.28 -0.48
Si 0.5757 1.4507 0.0853 -0.65 -0.04 -0.57
H -1.4177 -0.3753 -2.1759 0.10 -0.74 -0.16
H -3.3453 -1.9021 -0.3823 1.21 -0.22 1.57
H 1.7945 2.0589 -1.8521 0.77 0.18 -0.34